The following is a quantum chemistry calculation of 2 unconnected molecules or ions with the total composition C4H13NS, from the OMol25 dataset.

Each line ends with the natural charge from an NBO analysis.
Element x y z (Å)
C: 3.0637 -0.5498 -0.9649  -0.62
C: 1.6173 -0.7485 -0.5391  -0.49
S: 1.1528 0.1552 1.0090  -0.16
H: 3.7566 -0.9618 -0.2273  0.21
H: 3.2857 0.5132 -1.0504  0.21
H: 3.2970 -1.0492 -1.9047  0.21
H: 1.3916 -1.7929 -0.3456  0.20
H: 0.9799 -0.3139 -1.3047  0.20
C: -2.1560 -0.7303 -0.8437  -0.42
N: -1.8128 0.6012 -0.3336  -0.62
C: -2.7672 0.9910 0.7033  -0.42
H: -1.5114 -0.9803 -1.6857  0.20
H: -2.0328 -1.4642 -0.0540  0.20
H: -3.1790 -0.7642 -1.2336  0.17
H: -1.8164 1.2845 -1.0701  0.36
H: -0.1560 0.3362 0.5391  0.19
H: -3.8164 1.0098 0.3851  0.17
H: -2.5305 1.9853 1.0826  0.21
H: -2.6794 0.2700 1.5164  0.20

The maximum force comes out at 1.00 eV Å⁻¹. As for the SMILES: CCS.CNC. The calculation puts the gap between HOMO and LUMO at 0.3412 hartree. The value obtained for the energy above the lowest of the compared OMol25 structures with the same formula, charge and spin is 46.15 kJ/mol. As for the energy: -16683.6120 eV.